The following is a DFT calculation (wB97M-V/def2-TZVPD) of C5H8N2O3S in the gas phase.

```
! wB97M-V def2-TZVPD RIJCOSX def2/J DEFGRID3
* xyz 0 1
C 0.183 1.381 2.450
C 1.428 0.964 2.795
C 0.963 0.337 0.846
C -1.325 -1.614 -1.031
C -0.891 0.722 -1.877
N -0.132 0.969 1.182
N -0.454 -0.506 -1.225
O 2.032 0.271 -1.671
O 1.456 -1.898 -0.205
O 1.968 0.258 1.775
S 1.084 -0.629 -0.669
H -0.428 1.934 3.144
H 1.900 1.160 3.683
H -1.997 -1.913 -2.059
H -0.850 -2.674 -0.800
H -2.032 -1.536 -0.209
H 0.025 0.993 -2.303
H -1.675 0.339 -2.671
H -1.255 1.442 -1.154
*
```

Computed properties:
LUMO energy (eV): 0.77
Orbital gap (eV): 10.477
SMILES: CN(C)S(=O)(=O)c1ncco1
HOMO (Eh): -0.3567

***

The following is a DFT calculation (wB97M-V/def2-TZVPD) of C5H8N2O4 in the gas phase.

```
! wB97M-V def2-TZVPD RIJCOSX def2/J DEFGRID3
* xyz 0 1
C -1.464 1.201 -3.048
C -0.494 0.797 -2.227
C -0.631 0.038 -0.965
C 1.860 -0.145 2.004
C 0.526 -0.591 1.132
N 2.154 -1.277 2.718
N 0.480 0.134 -0.160
O -1.663 -0.450 -0.551
O 2.353 0.979 1.934
O 0.360 -1.936 0.965
O -0.569 -0.091 1.920
H -1.248 1.802 -3.931
H -2.579 1.093 -2.877
H 0.484 0.896 -2.411
H 1.618 -2.084 2.352
H 2.865 -1.331 3.452
H 1.135 0.742 -0.503
H -0.409 -1.959 0.350
H -1.254 -0.480 1.455
*
```

Computed properties:
LUMO energy (eV): 0.23
Orbital gap (eV): 10.315
SMILES: C=CC(=O)NC(O)(O)C(N)=O
HOMO (Eh): -0.3707

***

The following is a DFT calculation (wB97M-V/def2-TZVPD) of C5H8N2OS in the gas phase.

```
! wB97M-V def2-TZVPD RIJCOSX def2/J DEFGRID3
* xyz 0 1
C 0.297 -1.012 -0.730
C 1.393 0.320 1.087
C -0.575 -1.794 -1.266
C 1.525 -0.775 -0.029
C -1.771 0.914 0.295
N 0.149 1.225 -1.801
N 0.597 1.309 0.864
O 2.054 0.054 2.042
S -0.369 1.870 -0.597
H -1.451 -1.660 -1.782
H -0.417 -2.833 -0.859
H 1.838 -1.673 0.558
H 2.229 -0.203 -0.703
H -2.809 0.765 -0.126
H -1.889 1.485 1.243
H -1.329 -0.119 0.354
H 0.528 2.129 1.451
*
```

Computed properties:
LUMO energy (spin up / spin down) (eV): -1.18 / -0.44
Orbital gap (spin up / spin down) (eV): 6.948 / 8.322
HOMO (spin up / spin down) (Eh): -0.2987 / -0.3219

***

The following is a DFT calculation (wB97M-V/def2-TZVPD) of C5H8N2S in the gas phase.

```
! wB97M-V def2-TZVPD RIJCOSX def2/J DEFGRID3
* xyz 0 1
C -1.264 -0.140 0.731
C 0.050 0.247 -0.048
C 1.168 -0.245 0.788
C 0.391 -0.609 -1.180
C 0.186 1.732 -0.122
H -2.652 1.302 -0.655
H -0.996 -1.232 0.798
H -1.265 0.405 1.576
H 2.015 0.614 1.073
H 0.888 -0.552 1.839
H 2.081 -1.826 -0.718
H -0.390 -1.155 -1.559
H 0.848 0.025 -1.890
N 1.404 -1.292 -0.195
N 0.362 2.848 -0.280
S -2.826 -0.123 -0.159
*
```

Computed properties:
LUMO energy (eV): 0.63
Orbital gap (eV): 9.916
SMILES: N#CC1(CS)CNC1
HOMO (Eh): -0.3412

***

The following is a DFT calculation (wB97M-V/def2-TZVPD) of C5H8N2S in the gas phase.

```
! wB97M-V def2-TZVPD RIJCOSX def2/J DEFGRID3
* xyz 0 1
C -3.082 0.353 0.312
C -1.939 -0.530 -0.139
C -0.644 -0.226 -0.099
C -0.204 1.224 -0.079
C 1.937 -0.451 0.477
H -3.069 1.399 0.024
H -3.919 -0.136 -0.091
H -3.301 0.466 1.390
H -2.221 -1.543 -0.516
H -0.860 1.777 -0.711
H -0.182 1.628 0.932
H 1.396 2.397 -0.409
H 2.631 -0.928 1.157
N 1.190 1.402 -0.554
N 2.084 0.812 0.341
S 0.637 -1.423 -0.195
*
```

Computed properties:
LUMO energy (eV): 0.88
Orbital gap (eV): 9.161
SMILES: C/C=C1\CNN=CS1
HOMO (Eh): -0.3044

***

The following is a DFT calculation (wB97M-V/def2-TZVPD) of C5H8N2S in the gas phase.

```
! wB97M-V def2-TZVPD RIJCOSX def2/J DEFGRID3
* xyz 0 1
C 1.620 -0.026 0.204
C -1.271 -0.697 0.345
C -0.842 0.389 -0.402
C -0.587 1.874 -0.100
C 0.482 0.871 0.369
H 1.750 -1.974 -0.162
H -0.211 -1.670 -1.241
H -2.191 -1.023 0.009
H -1.301 -0.683 1.508
H -0.437 0.166 -1.429
H -1.298 2.348 0.614
H -0.550 2.366 -1.254
H 0.667 1.011 1.595
N 1.111 -1.288 -0.029
N -0.223 -1.830 -0.007
S 3.280 0.166 -0.019
*
```

Computed properties:
LUMO energy (eV): 0.46
Orbital gap (eV): 8.627
SMILES: S=C1NNC[C@H]2C[C@H]12
HOMO (Eh): -0.3003